Entry 1:
Formula: C7H12
Source: OMol25
Level of theory: wB97M-V/def2-TZVPD

```
19
C7H12, DFT wB97M-V/def2-TZVPD
C 0.1073 0.1644 -0.2115
C -1.9326 1.7004 -0.4597
C -0.4755 -1.0657 0.1407
C -1.0900 0.7651 -0.9027
C -1.4549 -1.2032 1.2505
C 1.4856 0.0835 -0.7564
C 2.5909 0.0804 0.2734
H 1.6220 -0.8054 -1.3884
H 2.4092 -0.6535 1.0665
H -1.2541 0.4152 -1.9248
H 3.5736 -0.1171 -0.1589
H -0.4348 -1.9544 -0.5055
H -1.7269 2.1234 0.5127
H 1.6925 0.9138 -1.4424
H -0.9654 -1.3395 2.2182
H -1.9740 -0.2465 1.3813
H 2.7329 1.0042 0.8405
H -2.2155 -1.9781 1.1741
H -2.6904 2.1129 -1.1077
```

Output
HOMO	-7.6	eV
SMILES string	C=C/C(=C\C)CC
energy	-7449.645	eV
ΔE to the lowest compared entry with this formula, charge and spin	365.4	kJ/mol
gap between HOMO and LUMO	7.669	eV
maximum force	0.06126	hartree/bohr

Atom charges from the Mulliken analysis, given in e for atoms 1 to 4: number 1, C, carries 0.146; number 2, C, carries -0.801; number 3, C, carries -0.235; number 4, C, carries -0.290

Entry 2:
Formula: C15H21N2OS
Source: OMol25
Level of theory: wB97M-V/def2-TZVPD

```
40
C15H21N2OS, DFT wB97M-V/def2-TZVPD
S 2.3951 2.3938 -1.7347
O -1.7588 0.3493 -3.7561
N 0.1239 2.0104 -3.3269
N 0.2357 1.1328 -1.1192
C 2.3968 -1.7951 3.8058
C -0.4862 -0.2225 -3.9904
C -0.6928 0.2327 1.5796
C -1.7922 0.9404 0.8494
C -0.0139 -1.1493 3.4678
C 2.2580 1.6543 -0.1953
C 1.6221 -0.3770 1.8995
C -0.9828 -0.4863 2.7294
C 0.6416 0.2858 1.1581
C 0.4213 0.9560 -4.3442
C 0.7881 1.8071 -2.0598
C -0.3889 -1.9084 4.6978
C 1.0473 1.0215 -0.0321
C -2.7041 -0.5541 -3.2134
C 1.3197 -1.0937 3.0419
H -0.5187 -0.9464 -4.8120
H 2.4485 -1.4171 4.8259
H 0.1579 1.3434 -5.3291
H -1.5076 1.9636 0.6123
H -2.6935 0.9618 1.4556
H -2.9024 -1.3742 -3.9068
H 3.0594 1.7411 0.5090
H -0.1311 -0.7310 -3.0833
H 2.1929 -2.8634 3.8619
H -1.4584 -1.8521 4.8795
H -0.9081 1.8507 -3.1784
H 0.1330 -1.5082 5.5661
H -0.1064 -2.9559 4.6013
H 0.3076 2.9500 -3.6898
H 2.6460 -0.3498 1.5558
H -2.3480 -0.9613 -2.2624
H -2.0087 -0.5271 3.0665
H -3.6154 0.0173 -3.0556
H 1.4759 0.6830 -4.3230
H 3.3652 -1.6518 3.3342
H -2.0180 0.4297 -0.0851
```

Output
HOMO	-11.0	eV
net charge	+1
SMILES string	COCC[NH2+]c1nc(-c2cc(C)c(C)cc2C)cs1
energy	-31752.325	eV
ΔE to the lowest compared entry with this formula, charge and spin	0.0	kJ/mol
gap between HOMO and LUMO	7.916	eV
maximum force	0.02611	hartree/bohr

Atom charges from the Mulliken analysis, given in e for atoms 1 to 4: number 1, S, carries -0.168; number 2, O, carries -0.426; number 3, N, carries 0.009; number 4, N, carries -0.150

Entry 3:
Formula: C27H71NO9
Source: OMol25
Level of theory: wB97M-V/def2-TZVPD

```
108
C27H71NO9, DFT wB97M-V/def2-TZVPD
O -2.5889 0.3082 1.4012
O -2.7451 -1.7491 -2.5283
O 0.7999 -4.4601 6.2592
O 2.7807 4.2601 -3.0679
O 0.7717 4.0781 -3.3333
O 3.6044 -3.1784 -3.5519
O -1.2071 -0.0282 -0.0907
O -1.3519 -1.7005 -1.2050
O 0.0629 -0.9678 2.8565
N 0.3650 -1.6090 5.7377
C 2.4675 -2.4085 -3.8329
C 0.5137 -0.3209 1.6948
C 0.6392 0.0442 -1.5995
C -3.2247 0.2440 -3.4283
C 0.6398 1.5352 0.4061
C -0.5406 -0.6172 5.2466
C 3.0183 5.9135 -1.3442
C 1.0173 -3.4521 7.2308
C -3.1533 -3.1507 -0.3831
C -1.0576 -0.9146 -4.0145
C 1.3540 -3.4092 -4.2263
C 1.2832 1.8644 -3.7099
C -1.6015 2.2359 2.2547
C -2.0965 -0.5880 -2.9400
C -1.0529 2.4393 -3.0191
C -2.6294 1.7290 1.2073
C -0.1057 0.0100 3.9314
C 1.6845 -5.5548 6.5239
C 0.4424 2.7626 -2.8270
C 2.2477 -1.4492 -2.6339
C 0.0510 -2.2771 7.0228
C -1.7176 -2.6490 -0.2342
C 3.5257 4.5760 -1.8747
C 3.3636 3.4752 -0.9060
C -1.4781 -1.9591 1.0985
C -4.0265 2.2129 1.5130
C -0.2240 0.8123 -0.6227
H 1.0962 -4.1052 -3.4280
H -4.3380 2.1220 2.5535
H 1.2984 0.3928 1.9461
H 4.5690 4.6653 -2.1777
H 3.7784 3.7073 0.0749
H 1.2227 0.8557 -3.3012
H -1.3447 2.3959 -4.0684
H 4.1442 -3.3179 -4.3334
H 2.7166 -1.7542 -4.6683
H 1.0784 -0.8677 -1.1949
H -0.8253 0.8088 3.7519
H 1.0617 0.9161 1.1978
H 2.3205 3.2089 -0.7352
H 1.3773 -0.8102 -2.7826
H -0.3019 0.1615 1.1561
H 1.5187 1.9713 -0.0687
H -2.8894 1.2579 -3.6465
H 3.1618 3.4856 -3.4878
H 3.7273 6.2838 -0.6038
H 0.5352 -2.2777 5.0002
H 0.4177 -2.8908 -4.4325
H -1.6547 0.5256 0.5531
H -1.1947 1.4206 -2.6582
H 3.9282 2.5869 -1.1892
H -4.2562 3.2199 1.1647
H 0.8793 1.9336 -4.7199
H 0.0780 2.3028 0.9384
H 0.8609 -3.8595 8.2296
H -1.0674 -3.5231 -0.2696
H 1.6415 4.3864 -3.0686
H 3.0482 6.6059 -2.1854
H -0.4270 -1.7582 1.3057
H -3.0763 0.0224 2.1774
H 1.4578 0.7089 -1.8753
H -1.6119 -0.1618 -2.0616
H 0.7933 0.5827 4.1596
H -0.6565 1.7207 2.0825
H 0.8076 2.6475 -1.8064
H -1.9035 1.8540 3.2299
H 0.0136 -1.4829 7.7685
H -0.2630 -1.5628 -3.6451
H 1.6653 -5.9331 7.5459
H -4.7224 1.5648 0.9804
H -3.3626 -3.4213 -1.4181
H -1.7194 3.1817 -2.5801
H -1.4164 -1.3242 -4.9588
H 0.9004 -1.0490 0.9818
H -1.0063 -0.8908 -0.8223
H -1.7605 -2.6249 1.9139
H 2.7247 -5.3353 6.2836
H 0.1378 -0.2862 -2.5092
H -3.6084 -0.1154 -4.3832
H 2.0591 -3.1319 7.2513
H -2.3752 1.9628 0.1735
H -3.3179 -4.1187 0.0900
H -1.5032 3.3214 2.2460
H 3.0607 -0.7390 -2.4823
H -2.0113 -1.0279 1.2904
H -4.0382 0.4080 -2.7217
H -1.5133 -1.1044 5.1790
H -0.6904 0.2612 5.8744
H -0.8593 1.5224 -1.1521
H -2.3580 -2.0184 -1.6922
H 1.4113 -6.4210 5.9211
H 2.1705 -2.0658 -1.7384
H 1.9775 5.8914 -1.0211
H -0.9763 -2.6321 7.1053
H -0.4981 -0.0252 -4.3044
H -3.9025 -2.4118 -0.0985
H 1.6212 -3.9196 -5.1516
H 2.3578 2.0464 -3.6953
```

Output
HOMO	-7.8	eV
energy	-49043.903	eV
ΔE to the lowest compared entry with this formula, charge and spin	2225.4	kJ/mol
gap between HOMO and LUMO	8.094	eV
maximum force	0.19580	hartree/bohr

Atom charges from the Mulliken analysis, given in e for atoms 1 to 4: number 1, O, carries -0.605; number 2, O, carries -0.806; number 3, O, carries -0.295; number 4, O, carries -0.586

Entry 4:
Formula: C3H3N3O
Source: OMol25
Level of theory: wB97M-V/def2-TZVPD

```
10
C3H3N3O, DFT wB97M-V/def2-TZVPD
O -1.2154 1.2295 -2.0483
N -0.0610 0.6556 1.0986
N -0.7333 0.1632 -0.0025
N 0.7052 -1.4151 0.5998
C -0.5368 1.1015 -1.0927
C 0.7752 -0.2898 1.3969
C -0.2330 -1.1091 -0.2428
H -0.5940 -1.7531 -1.0396
H 1.5277 -0.1291 2.1570
H 0.3963 1.6420 -0.8923
```

Output
HOMO	-11.0	eV
SMILES string	O=Cn1cncn1
energy	-9675.958	eV
ΔE to the lowest compared entry with this formula, charge and spin	144.3	kJ/mol
gap between HOMO and LUMO	11.460	eV
maximum force	0.01249	hartree/bohr

Atom charges from the Mulliken analysis, given in e for atoms 1 to 4: number 1, O, carries -0.381; number 2, N, carries -0.675; number 3, N, carries 0.334; number 4, N, carries -0.496

Entry 5:
Formula: C34H26F3IN2O5PPt
Source: OMol25
Level of theory: wB97M-V/def2-TZVPD

```
73
C34H26F3IN2O5PPt, DFT wB97M-V/def2-TZVPD
Pt -1.0406 2.0927 3.1227
I 0.7234 4.8712 1.8384
P 1.2897 0.4115 -0.4394
F -0.6983 1.6409 5.9359
F 1.1038 2.4037 5.0247
F 0.5286 0.3518 4.7063
O -0.9285 -6.5358 1.2444
O -3.5958 -0.1965 3.4945
O -3.0690 -6.7219 1.2658
O 0.7970 1.2314 0.6880
O -1.4685 0.0457 2.7750
N -2.0434 -6.0848 1.4304
N -1.9167 2.5099 1.2860
C -2.1595 -4.6976 1.9041
C 0.4697 -1.9273 -1.8092
C -2.5279 -0.6024 3.0595
C -2.4587 1.9191 -3.4559
C -0.9406 3.7775 -3.2219
C 1.5227 1.0386 -3.2136
C -1.0046 -3.9532 2.0808
C -1.8645 2.7260 -1.2795
C 2.2586 2.6654 -1.5960
C -3.5231 -2.8664 2.5708
C -1.6450 2.8901 -4.0247
C -2.3841 -2.0835 2.7196
C 1.7017 1.4190 -1.8889
C 4.1255 -1.4332 1.7539
C 2.5002 3.1107 -3.9461
C 0.0056 1.6221 4.7595
C -3.4222 -4.1814 2.1486
C 2.8167 -0.4595 -0.0131
C 4.9005 -1.5506 -0.5223
C 2.9971 -0.7409 1.3398
C 2.6598 3.5049 -2.6230
C -1.0419 3.6990 -1.8439
C -1.9284 2.6199 0.1473
C -0.6221 4.0292 3.3947
C 3.7748 -0.8564 -0.9409
C 5.0720 -1.8422 0.8244
C -2.5728 1.8313 -2.0786
C 0.1329 -0.8796 -0.9519
C -1.1278 -2.6357 2.4870
C 1.9230 1.8843 -4.2409
C -0.4675 -2.8987 -2.1208
C -2.0739 -1.8075 -0.7005
C -1.1357 -0.8321 -0.3834
C -1.7436 -2.8342 -1.5704
H -1.5521 2.9501 -5.1019
H -0.2928 4.5195 -3.6693
H 3.0910 4.4702 -2.3894
H -3.1900 1.0720 -1.6181
H -1.4856 4.6840 3.2823
H 2.2599 -0.3938 2.0557
H -3.0510 -1.7816 -0.2343
H 1.7770 1.5850 -5.2716
H 2.8166 3.7663 -4.7483
H 5.6478 -1.8557 -1.2440
H -2.9995 1.2235 -4.0839
H 2.3450 2.9752 -0.5595
H 3.6537 -0.6068 -1.9894
H -0.2590 -2.0019 2.6050
H -0.4865 4.3621 -1.1919
H -4.4833 -2.4129 2.7791
H 1.4729 -2.0029 -2.2134
H -2.4703 -3.6036 -1.8010
H -0.1999 -3.7167 -2.7775
H -0.0416 -4.3998 1.8825
H 1.0536 0.0913 -3.4510
H 5.9528 -2.3807 1.1513
H 4.2670 -1.6458 2.8056
H -4.2922 -4.8040 2.0032
H -1.3585 -0.0661 0.3518
H -0.0737 4.2985 4.2908
```

Output
HOMO	-5.0	eV
net charge	-1
energy	-77688.696	eV
ΔE to the lowest compared entry with this formula, charge and spin	48.2	kJ/mol
gap between HOMO and LUMO	6.764	eV
maximum force	0.00384	hartree/bohr

Atom charges from the Mulliken analysis, given in e for atoms 1 to 4: number 1, Pt, carries 0.631; number 2, I, carries -0.189; number 3, P, carries 0.878; number 4, F, carries -0.272